# 1
DFT (ωB97M-V with the def2-TZVPD basis set) results for a molecular structure, C51H36CsN12.

Positions of all 100 atoms, in Å:
1 Cs -0.627 0.577 0.971
2 C 1.183 -2.399 -3.150
3 C 1.919 -3.253 -2.125
4 C 1.200 -3.238 -0.807
5 C -0.184 -3.317 -0.742
6 C -0.808 -3.255 0.486
7 C -0.029 -3.132 1.627
8 C 1.348 -3.090 1.468
9 N 1.956 -3.144 0.286
10 N 0.974 -1.045 -2.650
11 C 2.212 -0.271 -2.683
12 C 2.034 1.123 -2.136
13 C 1.861 2.216 -2.980
14 C 1.680 3.473 -2.423
15 C 1.687 3.601 -1.043
16 C 1.876 2.455 -0.282
17 N 2.047 1.248 -0.810
18 C -0.124 -0.373 -3.335
19 C -1.451 -1.021 -3.030
20 C -2.209 -1.647 -4.015
21 C -3.432 -2.201 -3.667
22 C -3.856 -2.115 -2.351
23 C -3.033 -1.471 -1.436
24 N -1.862 -0.938 -1.765
25 H 0.204 -2.838 -3.343
26 H 1.739 -2.411 -4.107
27 H 2.934 -2.895 -1.958
28 H 1.998 -4.278 -2.502
29 H -0.768 -3.401 -1.649
30 H -1.889 -3.287 0.554
31 H -0.477 -3.072 2.611
32 H 2.007 -3.009 2.326
33 H 2.619 -0.217 -3.710
34 H 2.933 -0.783 -2.045
35 H 1.859 2.079 -4.054
36 H 1.530 4.336 -3.060
37 H 1.540 4.558 -0.562
38 H 1.894 2.512 0.801
39 H 0.037 -0.326 -4.428
40 H -0.184 0.645 -2.951
41 H -1.848 -1.697 -5.035
42 H -4.044 -2.689 -4.416
43 H -4.806 -2.527 -2.041
44 H -3.326 -1.372 -0.395
45 C 3.156 3.468 6.341
46 C 2.731 2.373 7.095
47 C 1.808 1.466 6.591
48 C 1.329 1.667 5.307
49 C 0.351 0.967 4.459
50 N -0.295 -0.121 4.861
51 C -1.366 -0.601 4.237
52 C -2.096 -1.774 4.744
53 C -1.864 -2.677 5.770
54 C -2.794 -3.688 5.974
55 C -3.941 -3.781 5.183
56 C -4.183 -2.873 4.162
57 C -3.243 -1.879 3.942
58 C -3.157 -0.768 2.984
59 N -4.161 -0.485 2.163
60 C -4.160 0.567 1.351
61 N -3.125 1.353 1.018
62 C -3.562 2.357 0.238
63 N -2.855 3.372 -0.243
64 C -1.641 3.679 0.200
65 N -0.974 3.149 1.241
66 C 0.181 3.813 1.411
67 N 1.079 3.660 2.379
68 C 0.993 2.708 3.299
69 N 0.226 1.605 3.283
70 C 1.752 2.774 4.555
71 C 2.661 3.685 5.063
72 C 0.322 4.850 0.379
73 C 1.299 5.791 0.097
74 C 1.101 6.629 -0.993
75 C -0.061 6.544 -1.764
76 C -1.053 5.621 -1.463
77 C -0.846 4.763 -0.395
78 C -5.000 2.200 -0.016
79 C -5.932 2.935 -0.729
80 C -7.255 2.516 -0.705
81 C -7.638 1.387 0.022
82 C -6.708 0.647 0.737
83 C -5.385 1.057 0.704
84 N -2.010 -0.089 3.173
85 H 3.860 4.170 6.772
86 H 3.126 2.236 8.095
87 H 1.459 0.635 7.191
88 H -0.978 -2.593 6.386
89 H -2.637 -4.412 6.764
90 H -4.655 -4.572 5.381
91 H -5.082 -2.921 3.561
92 H 2.961 4.546 4.478
93 H 2.184 5.872 0.717
94 H 1.852 7.370 -1.244
95 H -0.186 7.217 -2.604
96 H -1.970 5.571 -2.037
97 H -5.632 3.816 -1.284
98 H -8.007 3.067 -1.257
99 H -8.681 1.092 0.030
100 H -7.000 -0.221 1.315

Calculated values
Orbital gap (alpha / beta) in eV: 4.91 / 4.89
Total charge: -1
Molecular weight in u: 949.84

# 2
DFT (ωB97M-V with the def2-TZVPD basis set) results for a molecular structure, C51H37Cl3HfN5O3PS3.

Positions of all 104 atoms, in Å:
1 Hf -1.080 1.856 0.514
2 O -0.864 3.514 1.978
3 C 0.242 2.981 2.299
4 O 0.322 1.714 2.215
5 C 1.479 3.795 2.405
6 C 1.521 4.956 3.164
7 C 2.650 5.758 3.120
8 C 3.706 5.417 2.285
9 C 3.645 4.276 1.497
10 C 2.535 3.439 1.547
11 P 2.362 1.935 0.493
12 C 3.549 2.252 -0.864
13 C 4.714 1.532 -1.110
14 C 5.469 1.780 -2.252
15 C 5.071 2.751 -3.157
16 C 3.910 3.478 -2.921
17 C 3.150 3.222 -1.791
18 C 3.185 0.682 1.546
19 C 3.428 -0.586 1.015
20 C 3.948 -1.604 1.801
21 C 4.217 -1.377 3.144
22 C 3.976 -0.122 3.684
23 C 3.467 0.899 2.892
24 H 0.673 5.222 3.782
25 H 2.700 6.654 3.724
26 H 4.582 6.052 2.239
27 H 4.469 4.033 0.836
28 H 5.058 0.789 -0.400
29 H 6.374 1.212 -2.428
30 H 5.663 2.943 -4.043
31 H 3.590 4.240 -3.620
32 H 2.230 3.776 -1.631
33 H 3.218 -0.778 -0.030
34 H 4.147 -2.574 1.361
35 H 4.614 -2.170 3.764
36 H 4.180 0.066 4.730
37 H 3.290 1.868 3.338
38 S -3.420 3.047 0.522
39 C -3.569 2.056 1.940
40 S -2.757 0.504 1.886
41 C -4.253 2.452 3.054
42 C -4.905 3.729 3.115
43 N -5.431 4.750 3.177
44 C -4.317 1.615 4.218
45 N -4.368 0.940 5.149
46 N -2.454 0.853 -1.375
47 C -1.726 0.417 -2.521
48 C -1.854 -0.891 -2.966
49 C -1.078 -1.354 -4.017
50 C -0.175 -0.499 -4.633
51 C -0.070 0.816 -4.197
52 C -0.839 1.302 -3.139
53 C -0.677 2.715 -2.676
54 C -0.596 3.704 -3.656
55 C -0.412 5.036 -3.314
56 C -0.299 5.385 -1.977
57 C -0.372 4.396 -1.005
58 C -0.570 3.035 -1.306
59 H -3.124 0.160 -1.055
60 H -2.957 1.720 -1.550
61 H -2.563 -1.552 -2.474
62 H -1.179 -2.379 -4.354
63 H 0.443 -0.849 -5.449
64 H 0.643 1.482 -4.666
65 H -0.705 3.430 -4.699
66 H -0.375 5.796 -4.085
67 H -0.170 6.421 -1.688
68 H -0.290 4.719 0.028
69 Cl -3.615 -6.772 -3.351
70 C -2.725 -6.112 -2.018
71 C -2.186 -4.843 -2.111
72 C -1.504 -4.323 -1.023
73 C -1.338 -5.041 0.159
74 C -0.662 -4.442 1.370
75 C 0.611 -3.636 1.104
76 N 0.449 -2.336 0.456
77 C 0.915 -2.020 -0.802
78 C 0.596 -0.724 -1.016
79 N -0.053 -0.230 0.098
80 C -0.112 -1.228 0.968
81 O -1.565 -3.745 2.204
82 C -2.691 -3.156 1.566
83 C -3.750 -4.157 1.227
84 C -4.478 -4.162 0.080
85 Cl -4.378 -3.032 -1.220
86 S -5.625 -5.433 0.019
87 C -5.142 -5.985 1.567
88 C -4.152 -5.219 2.093
89 C -1.874 -6.330 0.199
90 Cl -1.692 -7.338 1.605
91 C -2.569 -6.868 -0.869
92 H -2.320 -4.261 -3.013
93 H -1.123 -3.313 -1.099
94 H -0.301 -5.267 1.985
95 H 1.269 -4.224 0.465
96 H 1.117 -3.481 2.057
97 H 1.424 -2.739 -1.420
98 H 0.820 -0.111 -1.874
99 H -0.522 -1.172 1.964
100 H -2.414 -2.601 0.667
101 H -3.070 -2.437 2.291
102 H -5.625 -6.845 2.004
103 H -3.700 -5.390 3.060
104 H -2.987 -7.863 -0.803

Calculated values
Orbital gap in eV: 7.56
Total charge: 0
Molecular weight in u: 1179.91
Relative energy (zero: lowest compared OMol25 entry of this formula, charge and spin) in eV: 0.327